(1)
Computed, not measured: a 13-piece molecular cluster, C39H78O39 overall, with ωB97M-V/def2-TZVPD.

Properties
Energy above the lowest of the compared OMol25 structures with the same formula, charge and spin ... 17.6 kcal per mole
LUMO level (spin up / spin down) ... -2.55 / -9.79 eV
⟨S²⟩ ... 0.758
Orbital gap (spin up / spin down) ... 9.2868 / 2.0420 eV

ORCA input file:
```
! RIJCOSX wB97M-V def2-TZVPD def2/J DEFGRID3
* xyz 1 2
O 0.374 6.144 0.306
O 3.560 4.871 -1.285
O -0.040 -0.610 0.361
O -5.733 6.313 -4.671
O -0.159 0.412 -5.912
O -4.250 6.068 -2.972
O -4.375 1.373 -1.341
O -1.881 2.475 3.811
O 0.926 -4.994 -0.584
O -0.754 1.435 -0.113
O 4.811 -0.898 2.342
O -4.475 0.420 0.681
O -1.951 0.265 4.559
O -1.709 5.999 1.083
O 2.252 3.624 -2.617
O 0.056 -7.455 3.250
O 2.652 -5.013 -2.171
O 1.849 2.306 5.578
O -1.481 -6.338 2.079
O 2.230 3.820 3.966
O -2.355 -2.855 -4.246
O 3.558 -7.656 2.008
O -4.804 4.376 -4.310
O 4.166 -1.389 0.134
O -1.291 -8.620 1.791
O -0.587 -3.744 -3.126
O 2.550 4.379 6.121
O 2.840 -5.605 2.102
O -5.700 2.253 0.085
O 1.830 -6.970 -1.447
O 3.606 5.283 -3.388
O -3.704 1.474 4.851
O -0.574 0.539 -3.661
O 5.904 -2.473 1.215
O -1.499 5.894 -1.101
O 5.041 -5.907 1.507
O 1.473 1.106 0.246
O -2.575 -3.185 -2.058
O -2.162 1.164 -5.023
C -4.925 5.594 -3.888
C 6.008 -3.384 0.169
C -0.909 0.653 -4.945
C 3.237 4.193 -0.009
C -0.761 -5.108 2.308
C 4.680 -8.628 1.938
C -4.398 2.724 4.862
C 4.866 -1.599 1.116
C -0.549 2.772 -0.657
C -0.967 -7.613 2.414
C -2.748 1.367 -6.327
C -6.160 2.588 1.385
C -1.726 -2.991 -5.511
C 3.141 5.254 -4.741
C -2.443 1.484 4.313
C 0.652 -8.634 3.876
C -1.741 -3.348 -3.155
C 2.227 3.395 5.262
C 1.119 -7.797 -0.557
C -3.611 0.347 -1.952
C -3.716 3.616 -3.820
C 2.805 -4.169 1.932
C 0.721 0.111 -3.417
C -4.761 1.318 -0.075
C -0.598 0.088 4.219
C -0.836 6.030 0.076
C -6.170 7.621 -4.283
C 1.022 -1.591 0.617
C 2.688 4.114 7.501
C -1.334 5.798 2.446
C 3.918 0.241 2.396
C 0.309 0.684 0.257
C -2.151 -3.638 -0.758
C 3.916 -6.314 1.867
C 1.329 3.217 3.052
C 3.098 4.458 -2.472
C -0.770 6.065 -2.295
C 2.849 -3.605 -2.146
C 1.786 -5.586 -1.281
H 1.407 2.130 3.010
H -6.201 7.623 -3.193
H -1.258 -3.136 -0.385
H -4.805 2.953 3.877
H -1.333 6.085 -3.228
H -0.198 -0.626 4.940
H 5.548 -8.297 1.368
H 3.169 -3.279 -1.157
H 4.000 0.983 1.602
H -4.142 2.614 -3.879
H 1.282 -8.869 -0.664
H -1.303 -4.275 1.861
H -2.517 -3.044 -6.260
H 3.627 -3.193 -2.789
H 1.876 -3.650 2.168
H -3.727 3.500 5.232
H 1.533 -7.478 0.399
H 2.269 4.542 0.351
H 1.101 -8.441 4.851
H -7.176 7.795 -4.664
H 1.554 -1.393 1.547
H -0.171 3.344 0.190
H -5.404 3.275 1.766
H 0.308 3.498 3.307
H -1.066 -3.858 -5.534
H -2.786 3.769 -4.367
H 0.141 5.469 -2.362
H -0.329 7.048 -2.128
H -7.147 3.051 1.421
H 1.804 -1.508 -0.139
H 2.928 -0.194 2.532
H 1.544 3.419 2.003
H 5.170 -4.023 -0.108
H -3.461 3.733 -2.767
H 0.070 -7.500 -0.575
H -0.041 -9.459 4.040
H 4.318 -9.573 1.532
H 4.125 0.754 3.335
H 1.381 -9.028 3.168
H -2.151 1.951 -7.027
H 1.998 3.357 7.874
H -2.099 6.240 3.085
H -1.267 -2.104 -5.949
H -1.861 -4.687 -0.714
H 1.369 0.984 -3.334
H -3.223 0.854 -2.835
H 1.899 -3.184 -2.474
H 6.332 -2.922 -0.764
H 0.230 -5.128 1.854
H 6.799 -4.106 0.373
H -1.220 4.725 2.596
H 5.047 -8.801 2.949
H -3.768 1.733 -6.208
H -5.233 2.612 5.554
H 0.681 -2.622 0.529
H -2.911 -3.445 -0.001
H -1.478 3.275 -0.926
H 0.009 0.946 4.507
H 0.096 2.862 -1.531
H 0.756 -0.323 -2.418
H -5.603 8.474 -4.655
H -4.241 -0.472 -2.299
H 3.984 4.447 0.744
H -2.823 0.434 -6.886
H -2.805 -0.025 -1.319
H -6.217 1.757 2.088
H -0.530 -4.996 3.367
H 1.050 -0.652 -4.122
H 3.360 6.174 -5.283
H 2.612 4.994 8.139
H 3.684 3.729 7.722
H -0.275 -0.187 3.215
H 3.433 -3.743 2.715
H 3.139 3.118 -0.155
H 2.070 5.055 -4.796
H 3.568 4.433 -5.317
H 3.204 -3.872 0.963
H -0.419 6.344 2.675
*
```

(2)
Computed, not measured: one molecule with the formula C3H7NO3S, with ωB97M-V/def2-TZVPD.

Properties
Energy above the lowest of the compared OMol25 structures with the same formula, charge and spin ... 84.7 kcal per mole
LUMO level (spin up / spin down) ... -0.78 / -0.78 eV
Orbital gap (spin up / spin down) ... 7.9084 / 7.9096 eV

ORCA input file:
```
! RIJCOSX wB97M-V def2-TZVPD def2/J DEFGRID3
* xyz 0 1
S -2.409 0.083 1.308
O -3.099 0.756 2.375
O -1.754 -1.130 1.625
O -0.913 0.531 -0.784
N 1.994 0.433 0.194
C -1.390 1.085 0.302
C -0.091 -0.692 -0.702
C 1.475 -0.450 -0.792
H -0.217 -1.237 0.149
H 1.842 -1.496 -0.674
H 2.393 1.262 -0.380
H 2.818 0.020 0.680
H -1.854 2.175 0.147
H -0.401 -1.229 -1.594
H 1.606 -0.109 -1.855
*
```

(3)
Computed, not measured: C2H6AgI2N2O4 as an isolated structure, with ωB97M-V/def2-TZVPD.

Properties
LUMO level (spin up / spin down) ... -0.21 / -3.73 eV
⟨S²⟩ ... 0.762
Orbital gap (spin up / spin down) ... 8.2190 / 4.2962 eV

ORCA input file:
```
! RIJCOSX wB97M-V def2-TZVPD def2/J DEFGRID3
* xyz 0 2
I 8.475 9.984 12.161
I 11.643 10.114 16.038
Ag 9.322 11.175 14.614
O 12.667 12.892 13.223
O 10.561 13.014 13.514
O 6.439 9.780 17.776
O 7.543 10.116 15.973
N 11.608 13.432 13.076
N 6.829 9.433 16.689
C 6.412 8.138 16.159
C 11.574 14.660 12.261
H 7.278 7.555 15.848
H 5.932 7.599 16.972
H 10.739 15.292 12.542
H 12.507 15.199 12.373
H 5.772 8.252 15.291
H 11.435 14.325 11.233
*
```

(4)
Computed, not measured: a 2-piece molecular cluster, C2H5ClOS overall, with ωB97M-V/def2-TZVPD.

Properties
Energy above the lowest of the compared OMol25 structures with the same formula, charge and spin ... 5.2 kcal per mole
LUMO level (spin up / spin down) ... -0.36 / -0.36 eV
Orbital gap (spin up / spin down) ... 8.6423 / 8.6418 eV

ORCA input file:
```
! RIJCOSX wB97M-V def2-TZVPD def2/J DEFGRID3
* xyz 0 1
Cl 1.961 -0.381 0.762
S 1.006 1.250 -1.449
O -0.259 1.801 1.408
C 0.031 -1.249 -0.926
C 0.931 -0.118 -0.595
H 0.264 1.919 2.203
H 0.273 -2.140 -0.352
H 0.098 -1.463 -1.993
H -0.099 2.556 0.838
H -0.998 -0.957 -0.716
*
```

(5)
Computed, not measured: a 2-piece molecular cluster, C5H16N2O overall, with ωB97M-V/def2-TZVPD.

Properties
Energy above the lowest of the compared OMol25 structures with the same formula, charge and spin ... 35.3 kcal per mole
LUMO level ... 0.85 eV
Orbital gap ... 9.9190 eV

ORCA input file:
```
! RIJCOSX wB97M-V def2-TZVPD def2/J DEFGRID3
* xyz 0 1
O -0.552 4.024 -6.237
N -0.081 0.123 3.351
N -0.912 -1.570 -1.045
C 0.878 0.823 4.230
C -0.490 -1.723 -2.444
C -0.389 -0.806 1.084
C 0.058 -0.736 -0.361
C 0.385 0.218 1.994
H -1.236 3.319 -6.178
H 0.309 1.268 1.652
H -0.709 -2.513 -0.691
H 0.741 0.501 5.276
H -0.901 -0.990 -3.159
H 1.913 0.597 3.925
H -1.455 -0.514 1.017
H 1.129 -1.012 -0.401
H 0.609 -1.732 -2.543
H -0.875 -2.723 -2.706
H -0.265 4.013 -7.178
H -0.344 -1.815 1.537
H 1.453 -0.072 1.954
H 0.724 1.914 4.175
H 0.051 -0.884 3.511
H -0.041 0.291 -0.762
*
```

For each record above, in turn, the calculated max |F| values are 4.2, 3.3, 1.5, 1.0, 2.5 eV/A.